This record from OMol25 describes 6 unconnected molecules or ions with the total composition C14H31Cl6O8P in a non-equilibrium geometry. The level of theory is the ωB97M-V functional and the def2-TZVPD basis.

Geometry (Å):
1 C -4.7283 -3.5616 -1.4480
2 O -3.7990 -2.8234 -2.2204
3 P -2.9320 -1.6876 -1.5110
4 O -1.9636 -2.1184 -0.4930
5 O -2.3103 -1.0053 -2.7870
6 C -1.3016 -0.0205 -2.5682
7 O -4.0508 -0.6554 -0.9875
8 C -5.1429 -0.2532 -1.7995
9 H -4.4788 -4.6253 -1.4455
10 H -5.7449 -3.4777 -1.8287
11 H -4.7033 -3.2990 -0.3870
12 H -1.1681 0.1594 -1.5017
13 H -1.5981 0.9039 -3.0643
14 H -0.3190 -0.2410 -2.9765
15 H -5.1655 -0.8363 -2.7233
16 H -5.0535 0.7893 -2.1077
17 H -6.0869 -0.3999 -1.2787
18 C 5.6199 0.5253 4.9030
19 C 5.7865 -0.8902 4.3389
20 O 6.0711 -0.8394 2.9386
21 C 5.0572 -0.7617 2.0805
22 C 5.5584 -0.7382 0.6465
23 O 3.8996 -0.7903 2.4020
24 H 5.3236 0.4738 5.9509
25 H 4.8406 1.0376 4.3391
26 H 6.5432 1.0986 4.8456
27 H 6.6869 -1.3213 4.7720
28 H 4.9082 -1.5168 4.4825
29 H 4.7824 -0.8716 -0.0986
30 H 6.2812 -1.5532 0.5929
31 H 6.0780 0.1995 0.4505
32 C 1.8056 2.4482 -2.7985
33 C 0.9062 3.6572 -2.6224
34 O -0.1649 3.3124 -1.7300
35 C -1.2681 4.0665 -1.7456
36 C -2.3401 3.4573 -0.9070
37 O -1.4171 5.0819 -2.3715
38 H 1.2590 1.5884 -3.1770
39 H 2.2481 2.1421 -1.8541
40 H 2.5532 2.7213 -3.5441
41 H 1.4477 4.5089 -2.2064
42 H 0.5117 4.0029 -3.5801
43 H -2.5309 2.4832 -1.3687
44 H -3.2587 4.0290 -0.8759
45 H -1.9355 3.2723 0.0898
46 Cl -5.1865 0.5232 2.8054
47 C -3.8609 1.1758 1.8350
48 Cl -2.3631 0.2742 2.0632
49 H -4.1075 1.1256 0.7802
50 H -3.6961 2.1975 2.1583
51 Cl 1.6347 -0.8815 -0.6502
52 C 0.8055 -0.3425 0.7962
53 Cl 0.4498 1.3887 0.7817
54 H -0.1586 -0.8475 0.7589
55 H 1.3310 -0.6036 1.7086
56 Cl -1.0771 -5.5583 0.7391
57 C 0.0959 -4.2081 0.7500
58 Cl 1.3292 -4.4497 1.9901
59 H 0.5491 -4.1808 -0.2343
60 H -0.4518 -3.2843 0.8930

Computed properties:
- energy (a.u.) = -4256.57410
- structure (SMILES) = COP(=O)(OC)OC.CCOC(C)=O.CCOC(C)=O.ClCCl.ClCCl.ClCCl
- energy above the lowest of the compared OMol25 structures with the same formula, charge and spin (eV) = 0.000
- gap between HOMO and LUMO (eV) = 10.84
- F_max (hartree/bohr) = 0.02724

Atomic partial charges in e from the Löwdin method, atoms 1 to 5: C -0.1034; O -0.2096; P 0.3905; O -0.2323; O -0.1856


This record from OMol25 describes C5H8O in the gas phase. The level of theory is the ωB97M-V functional and the def2-TZVPD basis.

Geometry (Å):
1 C 0.8543 -0.9115 0.5319
2 C 0.1485 -0.6146 -0.7631
3 C -0.6296 -1.1302 0.4094
4 C -0.7641 1.6800 0.9508
5 O 0.2170 1.6148 0.0921
6 C -0.0297 0.8579 -1.1129
7 H 1.4597 -1.8063 0.6124
8 H 1.2545 -0.0578 1.0685
9 H 0.3142 -1.2659 -1.6173
10 H -0.9473 -2.1662 0.4150
11 H -1.3553 -0.4421 0.8423
12 H -0.2136 1.9632 1.8855
13 H 0.7249 1.1932 -1.8291
14 H -1.0334 1.0856 -1.4855

Computed properties:
- energy (a.u.) = -270.39793
- energy above the lowest of the compared OMol25 structures with the same formula, charge and spin (eV) = 4.353
- gap between HOMO and LUMO (eV) = 9.38
- F_max (hartree/bohr) = 0.00880

Atomic partial charges in e from the Löwdin method, atoms 1 to 5: C -0.1107; C -0.2620; C -0.1262; C 0.0546; O -0.1955